(1)
Density functional theory data (ωB97M-V/def2-TZVPD) for the ion C21H38NO2 with charge +1.

Element x y z (Å)
C: 1.3615 6.1690 -3.3634
C: 1.3441 5.7005 -1.9131
C: -0.0515 5.2175 -1.5115
C: -0.0625 4.6855 -0.0842
N: 0.9039 3.5729 0.0501
C: 0.8202 2.8544 1.3406
C: 1.2751 1.4034 1.1138
O: 0.7532 1.0195 -0.1397
C: 0.7771 0.4533 2.2065
O: 1.2135 -0.8195 1.8089
C: 0.8114 -1.8950 2.6491
C: -0.6374 -2.3506 2.4601
C: -0.9505 -3.1390 1.1728
C: -2.4619 -3.4059 1.1387
C: -2.8381 -4.1931 -0.1152
C: -2.4488 -3.3913 -1.3555
C: -0.9426 -3.1392 -1.3381
C: -0.2011 -4.4745 -1.3413
C: -0.5965 -5.2731 -0.1005
C: -2.1015 -5.5304 -0.1169
C: -0.2200 -4.4857 1.1553
C: -0.5639 -2.3511 -0.0833
C: 2.2739 4.0430 -0.2631
C: 2.3370 4.5566 -1.6950
H: 0.6613 6.9867 -3.5076
H: 1.0852 5.3588 -4.0336
H: 2.3527 6.5176 -3.6384
H: 1.6259 6.5408 -1.2704
H: -0.7657 6.0371 -1.5859
H: -0.3780 4.4336 -2.1987
H: -1.0586 4.3219 0.1744
H: 0.2192 5.4700 0.6222
H: 0.6617 2.8421 -0.6459
H: 1.4252 3.3536 2.0970
H: -0.2228 2.8487 1.6645
H: 2.3731 1.3347 1.0880
H: 0.7351 0.0500 -0.1594
H: 1.1964 0.7320 3.1840
H: -0.3197 0.5010 2.2672
H: 0.9699 -1.6057 3.6960
H: 1.5034 -2.7027 2.4078
H: -1.2944 -1.4775 2.5044
H: -0.8870 -2.9820 3.3149
H: -2.7536 -3.9687 2.0279
H: -3.0063 -2.4575 1.1527
H: -3.9189 -4.3695 -0.1184
H: -2.7216 -3.9435 -2.2565
H: -2.9884 -2.4408 -1.3705
H: -0.6586 -2.5611 -2.2259
H: -0.4546 -5.0369 -2.2416
H: 0.8781 -4.3030 -1.3473
H: -0.0622 -6.2289 -0.0968
H: -2.3716 -6.1036 -1.0056
H: -2.3894 -6.1154 0.7588
H: 0.8608 -4.3319 1.1671
H: -0.4872 -5.0598 2.0451
H: 0.5139 -2.1731 -0.0831
H: -1.0841 -1.3878 -0.0859
H: 2.9700 3.2148 -0.1270
H: 2.5280 4.8387 0.4413
H: 3.3509 4.8982 -1.9013
H: 2.1170 3.7421 -2.3888

Output
LUMO energy = -2.2 eV
Spin multiplicity = 1
Charge = +1
ΔE to the lowest compared entry with this formula, charge and spin = 1.03 kcal/mol
SMILES = C[C@H]1CC[N@H+](C[C@H](O)COCC[C@]23C[C@H]4C[C@H](C[C@H](C4)C2)C3)CC1
F_max = 0.9 eV/A
HOMO-LUMO gap = 0.35755 hartree

(2)
Density functional theory data (ωB97M-V/def2-TZVPD) for an isolated molecule of C3H5ClOS.

Element x y z (Å)
C: 0.5904 1.3325 0.2044
C: 0.0502 0.3299 -0.8204
Cl: -1.6932 0.7225 -1.2730
C: -0.2445 -1.1196 -0.0261
O: 0.8404 -1.6441 0.2710
S: -1.7826 -1.6813 0.8847
H: 1.4170 1.9006 -0.6196
H: -0.2216 1.8716 0.8183
H: 1.3986 0.6879 0.6787
H: 0.4075 0.2123 -1.7092
H: -0.7622 -2.6123 1.5912

Output
LUMO energy = 0.3 eV
Spin multiplicity = 1
ΔE to the lowest compared entry with this formula, charge and spin = 63.67 kcal/mol
SMILES = C[C@H](Cl)C(=O)S
F_max = 9.9 eV/A
HOMO-LUMO gap = 0.37270 hartree

> Look up the F_max of the second one.

9.9 eV/A